# 1
C37H36F5GeN3NaO4S | ωB97M-V with the def2-TZVPD basis set

Atoms and positions in Å:
1 Na -0.01267 -0.83110 1.21843
2 C 0.84102 4.41994 5.31177
3 C 2.08655 4.01205 4.53087
4 N 2.26404 2.57091 4.41098
5 C 3.18919 1.92974 5.32952
6 C 2.53251 1.42193 6.60941
7 C 1.54607 1.85533 3.47019
8 S 1.74260 0.17188 3.37736
9 N 0.69533 2.64217 2.77980
10 C 0.08356 2.26097 1.65503
11 O 0.30922 1.28469 0.92364
12 C -1.00833 3.19472 1.18796
13 C -1.00310 4.54939 1.49786
14 C -1.98836 5.38676 0.99195
15 C -2.99345 4.86827 0.18726
16 C -3.01307 3.51031 -0.10705
17 C -2.02202 2.67542 0.38493
18 H 0.76349 5.51132 5.36152
19 H 0.86541 4.03514 6.33349
20 H -0.04459 4.03120 4.81155
21 H 2.98137 4.40643 5.01996
22 H 2.03870 4.44315 3.53162
23 H 3.96999 2.65578 5.57365
24 H 3.65588 1.09567 4.80970
25 H 2.10803 2.23973 7.19748
26 H 3.26843 0.90408 7.23238
27 H 1.74049 0.71780 6.35794
28 H -0.21588 4.92989 2.13664
29 H -1.96891 6.44596 1.22318
30 H -3.76068 5.52242 -0.21137
31 H -3.79913 3.09895 -0.72902
32 H -2.02298 1.61228 0.16952
33 O -3.96339 -1.95767 2.01823
34 C -2.92392 -1.93099 1.34261
35 O -2.16347 -0.96116 1.08616
36 C -2.46190 -3.27020 0.72758
37 C -2.85609 -4.47295 1.30403
38 C -2.35442 -5.65759 0.79229
39 C -1.49345 -5.60731 -0.29370
40 C -1.18196 -4.36456 -0.82413
41 N -1.65120 -3.22529 -0.32978
42 H -3.53355 -4.43494 2.14609
43 H -2.62177 -6.60829 1.24035
44 H -1.05313 -6.50167 -0.71473
45 H -0.50970 -4.27105 -1.67245
46 C -3.32342 -0.87487 -1.84135
47 Ge -1.35939 -0.76310 -1.89712
48 C -0.98727 1.09599 -2.51124
49 C -1.94940 1.77960 -3.25804
50 C -1.76189 3.09826 -3.65183
51 C -0.59909 3.76718 -3.29823
52 C 0.36812 3.10533 -2.55481
53 C 0.17393 1.78710 -2.16607
54 C -0.72293 -1.93949 -3.35123
55 C -1.62885 -2.68060 -4.06542
56 C -1.23854 -3.46777 -5.17392
57 C 0.06818 -3.50413 -5.56497
58 C 1.05220 -2.77998 -4.84182
59 C 2.42145 -2.83338 -5.20136
60 C 3.36293 -2.17001 -4.46413
61 C 2.97947 -1.42960 -3.32706
62 C 1.66294 -1.35055 -2.97155
63 C 0.65755 -2.00993 -3.71955
64 H -3.75284 -0.76616 -2.84362
65 H -3.69899 -0.07201 -1.20658
66 H -3.64924 -1.82277 -1.41700
67 H -2.87519 1.28352 -3.53317
68 H -2.53098 3.60532 -4.22484
69 H -0.45383 4.80208 -3.58723
70 H 1.27507 3.61847 -2.25614
71 H 0.92710 1.30501 -1.55212
72 H -2.67898 -2.67212 -3.78765
73 H -1.98843 -4.03380 -5.71532
74 H 0.37994 -4.09468 -6.42045
75 H 2.70721 -3.42646 -6.06452
76 H 4.40975 -2.23091 -4.73903
77 H 3.71658 -0.94143 -2.70149
78 H 1.41259 -0.82091 -2.06150
79 F 0.88511 -3.07823 1.81472
80 C 1.97516 -2.77736 0.94573
81 F 1.31137 -2.68447 -0.31292
82 C 2.69093 -4.11284 0.83359
83 F 1.92355 -5.18035 0.47623
84 F 3.26346 -4.45909 2.01057
85 F 3.67703 -4.05057 -0.08727
86 O 2.82680 -0.08173 -0.03701
87 H 2.76873 -0.94160 0.44897
88 H 2.24134 0.49351 0.47707

HOMO energy (spin up / spin down): -0.0728 / -0.0874 hartree
lowest unoccupied orbital energy (spin up / spin down): 3.9 / 3.9 eV
total charge: -2
multiplicity: 2
relative energy (zero: lowest compared OMol25 entry of this formula, charge and spin): 62.25 kJ/mol
E: -5033.65511 Ha
gap between HOMO and LUMO (spin up / spin down): 5.92 / 6.30 eV

***

# 2
C37H36MnNO3 | ωB97M-V with the def2-TZVPD basis set

Atoms and positions in Å:
1 Mn -0.12695 0.19443 -0.63584
2 O 1.51505 -0.11467 -0.54754
3 C 2.60605 -0.16447 0.30966
4 C 2.23305 -1.11187 1.48246
5 C 1.10675 -0.58157 2.31236
6 C 1.23845 -0.41267 3.68506
7 C 0.12145 -0.07137 4.42856
8 C -1.09735 0.05463 3.78416
9 C -1.15355 -0.08797 2.40226
10 C -2.45075 0.06403 1.66286
11 C -2.60285 -0.86687 0.42026
12 O -1.55965 -0.61297 -0.46764
13 C -3.92365 -0.44597 -0.24144
14 C -3.95595 0.76103 -0.92954
15 C -5.12045 1.19113 -1.54034
16 C -6.26605 0.41613 -1.46354
17 C -6.24365 -0.77247 -0.75534
18 C -5.07905 -1.20497 -0.14224
19 C -2.59685 -2.35947 0.74556
20 C -2.38545 -3.24027 -0.31284
21 C -2.38305 -4.60827 -0.10974
22 C -2.58865 -5.12167 1.15966
23 C -2.80825 -4.25447 2.21536
24 C -2.81415 -2.88197 2.01436
25 N -0.05605 -0.35587 1.69196
26 C 2.94775 1.21023 0.90176
27 C 2.07115 2.28343 0.83266
28 C 2.42275 3.51913 1.35106
29 C 3.64815 3.68713 1.97106
30 C 4.51665 2.61333 2.07606
31 C 4.17285 1.38363 1.54196
32 C 3.82545 -0.69247 -0.46394
33 C 4.48805 0.18163 -1.31944
34 C 5.59665 -0.23817 -2.03324
35 C 6.04975 -1.54147 -1.91484
36 C 5.38235 -2.42017 -1.08124
37 C 4.27675 -2.00057 -0.35974
38 H 3.11065 -1.29277 2.10186
39 H 1.89055 -2.05357 1.04066
40 H 2.19405 -0.55997 4.16316
41 H 0.19035 0.05773 5.49876
42 H -1.99505 0.26923 4.34096
43 H -2.51365 1.09623 1.29476
44 H -3.29425 -0.09927 2.33426
45 H -3.05285 1.35773 -0.98534
46 H -5.13855 2.13233 -2.06954
47 H -7.17245 0.74183 -1.94834
48 H -7.13675 -1.37337 -0.67704
49 H -5.08015 -2.13147 0.41116
50 H -2.21435 -2.84367 -1.30304
51 H -2.22145 -5.27487 -0.94294
52 H -2.57995 -6.18847 1.32386
53 H -2.97935 -4.65047 3.20586
54 H -2.97945 -2.24247 2.86796
55 H 1.09195 2.16103 0.36376
56 H 1.74015 4.34993 1.26256
57 H 3.92105 4.64673 2.37946
58 H 5.47135 2.73243 2.56676
59 H 4.86655 0.55843 1.60766
60 H 4.13945 1.20003 -1.41554
61 H 6.11855 0.46083 -2.66834
62 H 6.91895 -1.87087 -2.46334
63 H 5.72595 -3.43727 -0.97074
64 H 3.78265 -2.71017 0.28316
65 C -1.72415 1.85893 -3.52624
66 C -0.41835 2.22023 -2.80214
67 C 0.78365 1.72333 -3.62024
68 C -0.31305 3.73943 -2.59164
69 O -0.39035 1.58473 -1.55764
70 H -1.67425 2.17663 -4.56384
71 H -2.57145 2.34703 -3.05354
72 H -1.87445 0.78043 -3.48724
73 H 0.87355 2.29733 -4.53834
74 H 0.65035 0.67073 -3.86504
75 H 1.69955 1.83893 -3.04394
76 H -0.21635 4.23633 -3.55244
77 H 0.56115 3.97323 -1.98744
78 H -1.19645 4.11983 -2.08334

HOMO energy (spin up / spin down): -0.4236 / -0.4238 hartree
lowest unoccupied orbital energy (spin up / spin down): -5.4 / -4.1 eV
total charge: +1
multiplicity: 4
relative energy (zero: lowest compared OMol25 entry of this formula, charge and spin): 80.25 kJ/mol
E: -2862.77495 Ha
gap between HOMO and LUMO (spin up / spin down): 6.08 / 7.44 eV